18
Properties=species:S:1:pos:R:3:forces:R:3:mulliken_charge:R:1 method="wB97M-V/def2-TZVPD" e_above_lowest_kcal_mol=164.1 homo_ha=-0.3232
H 0.181 -2.345 -0.108 1.71 0.89 0.97 0.279
C 0.721 -1.351 0.131 -1.75 -0.88 -1.18 -0.106
H 3.756 -0.362 -0.331 -1.28 0.18 0.30 0.261
H -1.466 -0.556 -1.624 -1.60 0.29 4.65 0.371
C -2.935 -0.237 0.299 -3.50 3.06 -4.62 0.006
H -4.786 0.502 0.384 2.15 -1.84 -3.97 0.261
H 1.304 0.829 -1.159 0.60 0.71 0.84 0.333
H -2.941 0.059 1.571 0.72 -1.37 -4.28 0.243
C 2.177 1.082 -0.490 1.27 1.69 -1.56 -0.863
C -0.532 -0.342 0.371 4.67 -1.10 -2.53 0.334
N 2.030 -1.315 0.150 -1.04 1.55 -1.57 -0.535
N -1.687 -0.491 -0.469 0.19 -0.17 1.47 -0.253
H 0.749 0.579 1.504 -1.57 -0.77 -0.11 0.338
N 2.785 -0.129 -0.075 -0.65 -2.41 1.62 -0.044
H 1.993 1.850 0.325 -0.48 -1.14 -0.76 0.245
N -0.258 0.541 1.211 -0.74 1.89 1.18 -0.653
N -4.068 0.065 -0.569 2.60 0.18 8.93 -0.520
H 2.977 1.622 -1.120 -1.28 -0.77 0.62 0.304

***

31
Properties=species:S:1:pos:R:3:forces:R:3:mulliken_charge:R:1 method="wB97M-V/def2-TZVPD" e_above_lowest_kcal_mol=23.4 homo_ha=-0.1304 smiles=CC[C@]1([O-])O[C@]1(O)C1(C#N)CCCCC1 charge=-1
C -0.163 0.054 0.407 -3.43 -0.12 -1.64 2.619
C 0.506 -0.620 -3.207 -1.51 1.24 -0.97 -0.666
C -0.998 0.158 -1.008 -0.05 0.03 -0.13 -0.825
C -0.543 -1.212 1.166 -2.20 0.46 3.11 -1.135
H 0.243 -2.193 2.997 -0.61 -1.58 0.59 0.461
H -2.820 0.207 -1.570 0.67 -0.09 0.13 0.440
C -0.827 -0.091 -2.590 1.31 -0.53 1.65 0.940
C 1.583 0.463 -3.375 -1.66 -1.63 -2.75 -1.034
H -1.047 -0.276 3.540 -0.42 0.02 0.20 0.281
N 2.375 0.194 0.022 -0.83 0.05 -0.04 -0.752
H 1.274 1.273 2.546 0.17 0.20 -0.49 0.336
O -2.350 0.291 -0.707 -0.88 -0.69 1.00 -0.656
H -1.745 -1.421 1.407 2.97 1.62 -0.47 0.266
C -0.526 1.196 1.336 -3.04 0.08 0.97 -1.258
H 0.257 -0.907 -4.320 0.22 0.07 2.31 0.283
C 0.010 -0.147 3.320 0.12 -1.50 2.16 -0.617
O -1.873 -0.166 -3.267 -0.98 -0.14 -0.41 -0.894
H -0.473 2.178 0.947 0.37 0.90 -1.01 0.426
C 1.224 0.152 0.125 2.35 -0.47 -0.31 -0.481
H 2.277 -0.240 -3.868 0.75 1.35 -0.44 0.295
O -0.623 1.217 -1.775 1.43 1.19 -1.01 -0.572
H 1.068 1.207 -4.051 1.28 -0.47 0.58 0.236
H 0.913 -1.447 -2.653 -0.03 -0.61 0.18 0.417
H -0.401 -2.046 0.635 1.07 -3.09 -2.59 0.595
H 1.326 -1.355 2.075 2.11 0.40 -0.39 0.492
C 0.195 1.131 2.628 1.07 2.74 2.70 -0.509
H 2.019 0.889 -2.536 0.46 0.72 1.65 0.365
H -0.102 1.991 3.391 0.22 -1.38 -1.73 0.308
H 0.513 -0.247 4.338 -0.25 0.47 -1.21 0.327
C 0.355 -1.312 2.441 -2.28 0.73 -0.92 -1.004
H -1.647 1.079 1.609 1.58 0.02 -0.72 0.313

***

102
Properties=species:S:1:pos:R:3:forces:R:3:mulliken_charge:R:1 method="wB97M-V/def2-TZVPD" homo_ha=-0.1669 charge=-1
C 5.539 -1.341 1.631 -0.02 -0.02 -0.01 -1.400
N -0.817 1.857 3.140 0.30 -0.47 0.11 0.060
C 4.685 2.146 2.683 -0.28 0.11 -0.08 0.241
H -7.598 -2.264 -0.947 0.01 0.00 -0.02 0.369
H -4.851 2.802 4.940 0.01 -0.04 -0.02 0.437
H 0.835 -1.243 3.840 -0.07 0.00 0.00 0.169
C 0.413 1.683 -5.104 0.09 -0.02 -0.02 0.919
H 0.962 -5.780 -5.327 0.01 0.00 -0.01 0.347
H 2.258 -0.068 -2.002 0.03 0.01 0.03 0.243
N 1.832 0.514 2.643 -0.25 0.22 -0.12 0.358
H -0.823 -4.317 -4.736 0.00 0.00 0.00 0.261
C -6.024 -2.903 0.365 0.01 0.02 -0.03 -0.511
C -2.105 -2.186 -3.796 0.07 0.00 0.00 -1.390
H 1.094 -1.665 0.707 -0.10 0.00 -0.03 -0.068
C -4.724 -2.676 0.799 -0.03 -0.01 -0.05 -0.179
H -3.661 4.526 2.753 0.01 0.00 -0.02 0.373
H 3.489 2.235 4.567 0.16 0.03 0.12 0.388
H -3.921 -0.048 -1.156 0.00 0.02 0.02 0.397
C -5.823 -1.075 -1.181 -0.01 -0.02 -0.01 -0.699
H 0.368 -2.944 3.727 -0.02 0.01 -0.02 0.394
H 5.770 2.220 2.585 -0.01 -0.06 -0.01 0.634
H -6.258 -0.445 -1.948 0.03 0.01 -0.01 0.381
C 2.696 -0.928 -2.501 -0.11 -0.05 -0.02 -2.224
C 4.176 3.149 1.624 0.03 -0.08 0.14 -1.475
C 1.298 -2.625 1.181 -0.02 -0.04 0.08 -1.214
C 2.078 -2.460 2.493 -0.26 0.26 0.03 0.513
H 6.442 -1.818 1.273 0.00 -0.01 0.02 0.364
C 1.645 -1.813 -3.128 0.02 0.04 0.04 1.660
H 1.805 -2.470 4.641 0.02 0.05 0.00 0.415
C -3.968 -1.643 0.254 0.01 -0.02 -0.01 0.349
C 4.389 -2.060 1.865 0.09 0.02 -0.01 -0.694
C 2.091 -3.016 -3.675 -0.03 0.00 -0.03 -0.783
H 2.065 0.322 -4.975 0.00 0.01 0.03 0.157
C -1.046 3.930 3.982 0.03 0.01 -0.08 -1.086
H -3.364 2.161 5.668 -0.02 0.01 0.02 0.391
H 3.274 -1.490 -1.771 0.03 -0.07 0.11 0.597
C -1.712 2.759 3.542 0.00 0.14 0.14 -0.329
C 1.834 1.362 -4.737 -0.06 0.04 -0.06 -1.149
C -3.209 2.540 3.538 -0.06 -0.05 0.01 2.874
Te -0.529 0.309 -2.384 -0.07 0.10 -0.44 0.234
H 3.395 -0.570 -3.261 -0.01 0.01 0.03 0.376
C -0.126 -3.613 -4.293 0.04 -0.01 -0.02 -1.007
H -4.928 3.317 2.463 0.00 0.01 0.01 0.446
N -1.964 -0.333 0.282 -0.03 -0.36 0.07 -0.683
C -3.567 1.099 3.184 0.05 0.03 -0.03 -1.738
H 3.152 -3.247 -3.631 0.00 0.01 0.01 0.391
H 4.392 -3.134 1.715 -0.03 0.01 0.02 0.351
C -0.663 1.296 -4.298 -0.06 -0.04 0.21 -0.023
H -6.614 -3.698 0.806 0.02 -0.02 -0.01 0.376
Hg -0.574 0.042 1.775 0.13 0.24 -0.16 0.898
C -0.618 -2.428 -3.757 -0.05 0.03 0.01 0.808
H -3.475 3.872 5.247 -0.03 0.01 0.01 0.334
C -1.960 1.623 -4.695 -0.01 0.00 0.01 -0.385
H -3.268 0.863 2.162 -0.03 -0.04 -0.01 -0.003
C 1.215 -2.256 3.746 0.06 -0.02 -0.09 -1.698
C 0.277 -1.506 -3.188 0.06 0.04 0.13 -0.367
H 4.342 4.177 1.955 0.00 -0.01 0.01 0.405
C -2.603 -1.333 0.836 0.15 0.01 0.08 0.351
C 4.372 0.683 2.349 -0.08 0.00 -0.03 0.608
H 2.529 2.001 -5.283 0.01 -0.01 -0.01 0.445
O -2.247 -2.010 1.857 -0.13 -0.02 -0.03 -0.811
H 4.614 3.575 4.324 -0.01 0.00 0.01 0.386
C -3.760 2.867 4.934 0.07 0.02 -0.04 -1.816
H 2.544 -5.022 -5.564 -0.01 -0.03 -0.01 0.338
C 0.153 2.374 -6.286 -0.02 -0.01 0.01 -0.605
C -1.140 2.696 -6.672 -0.01 0.00 0.00 -0.535
H -4.648 0.955 3.258 0.00 0.02 0.00 0.499
C 3.209 -1.457 2.287 -0.10 0.10 0.08 0.593
H 0.987 2.673 -6.912 0.00 0.00 0.01 0.343
H -2.791 1.326 -4.065 0.00 0.00 -0.01 0.452
C 4.463 2.504 4.168 0.18 -0.02 -0.02 -1.503
C 3.130 -0.037 2.438 0.31 -0.25 -0.04 0.641
H 1.994 1.498 -3.667 0.01 -0.01 -0.02 0.196
C -4.526 -0.847 -0.745 -0.01 -0.06 -0.04 -0.276
C 1.650 1.746 3.027 0.03 -0.20 0.05 0.501
H 2.574 -3.421 2.656 0.05 0.02 0.02 0.501
H -2.487 -1.988 -2.794 -0.05 0.01 -0.02 0.172
H 5.205 1.969 4.763 0.00 0.02 0.03 0.393
H -4.272 -3.280 1.574 0.00 0.04 0.03 0.397
H 2.477 2.400 3.218 0.08 0.02 -0.13 0.134
H 0.355 -3.148 1.333 -0.10 0.07 -0.01 0.412
H 1.130 4.368 4.056 -0.01 0.00 -0.03 0.500
H 4.746 2.994 0.706 -0.02 0.01 -0.01 0.381
H -1.509 4.829 4.359 -0.02 -0.02 0.02 0.477
C -2.205 2.321 -5.869 0.02 0.00 -0.01 -0.780
H -3.434 3.279 1.514 -0.02 0.02 -0.01 0.345
H -3.081 0.387 3.853 0.00 -0.01 -0.01 0.308
H 3.128 3.043 1.361 -0.12 -0.02 0.05 0.272
C 5.513 0.006 1.917 0.07 -0.01 0.04 -0.923
H 1.899 -3.201 0.477 0.07 -0.01 -0.12 0.422
C 0.428 2.399 3.297 0.08 0.33 0.07 -0.377
H -1.310 3.242 -7.592 0.00 -0.01 0.00 0.338
C -3.847 3.478 2.504 0.03 -0.01 0.01 -1.821
H 6.433 0.571 1.820 -0.02 0.02 -0.02 0.322
H 2.176 -5.836 -4.045 0.00 -0.03 -0.02 0.309
H -2.344 -1.320 -4.416 -0.02 0.01 0.02 0.253
C -6.577 -2.099 -0.622 -0.04 -0.02 0.01 -0.322
C 1.753 -5.213 -4.836 -0.04 0.05 0.06 -1.457
C 1.227 -3.922 -4.266 0.05 0.01 0.00 0.801
C 0.312 3.703 3.817 -0.03 -0.06 0.00 -1.490
H -2.623 -3.055 -4.203 0.01 0.00 0.00 0.416
H -3.222 2.567 -6.149 0.00 0.00 -0.01 0.408

***

no.,HOMO-LUMO gap (eV)
1,9.29
2,6.84
3,6.93